The following is a quantum chemistry calculation of a single C5H8N2O molecule at a distorted geometry, from OMol25.

Geometry as XYZ:
```
16
C5H8N2O | OMol25 | ωB97M-V/def2-TZVPD
H 2.47263 -1.98677 -0.22549
N 2.72235 -1.01795 -0.06155
C 1.65402 -0.35185 -0.07191
C 1.58254 1.17280 0.10713
C 0.13163 1.47820 -0.18974
C -0.49828 0.32383 -0.37632
O -1.81934 0.11219 -0.65777
C -2.51028 -0.57050 0.36697
N 0.35709 -0.80825 -0.28847
H 1.89800 1.45891 1.12400
H 2.29402 1.67805 -0.58157
H -0.31794 2.46811 -0.13409
H -3.53144 -0.78240 0.00907
H -2.04080 -1.54397 0.59589
H -2.55419 -0.01939 1.28008
H 0.15996 -1.61099 -0.89624
```

Output
- highest occupied orbital energy (eV) = -8.36
- maximum force (eV/Å) = 1.68
- molecular weight (g mol⁻¹) = 112.1
- energy (hartree) = -380.0369

The following is a quantum chemistry calculation of a 2-piece molecular cluster, CH3ClN2O2 overall at a distorted geometry, from OMol25.

Geometry as XYZ:
```
9
CH3ClN2O2 | OMol25 | ωB97M-V/def2-TZVPD
H -1.01247 -1.01681 2.55649
N -0.54657 -1.34034 1.72751
N -1.27697 -1.51874 0.72737
O -0.92522 -1.82594 -0.40286
H -2.25563 -1.40085 0.66046
O 1.78427 1.69683 -0.87805
C 1.18277 0.98699 -1.64973
Cl 1.68631 -0.61558 -2.11647
H 0.23707 1.27057 -2.14047
```

Output
- highest occupied orbital energy (eV) = -10.58
- maximum force (eV/Å) = 2.56
- molecular weight (g mol⁻¹) = 110.5
- energy (hartree) = -759.9691

The following is a quantum chemistry calculation of a 3-piece molecular cluster, C3H14N2O2 overall at a distorted geometry, from OMol25.

Geometry as XYZ:
```
21
C3H14N2O2 | OMol25 | ωB97M-V/def2-TZVPD
C -1.10425 2.44054 0.10376
C -0.31258 1.12855 0.40834
N -0.30674 0.22996 -0.76495
C 0.67726 -0.86775 -0.59868
N 0.82012 -1.90723 -1.62271
H -0.62765 3.11207 -0.51033
H -1.17919 3.10264 0.98894
H -2.10838 2.32128 -0.33161
H 0.74902 1.39339 0.41699
H -0.54627 0.64653 1.34102
H -0.11782 0.66155 -1.73204
H 0.51974 -1.43730 0.35211
H 1.74322 -0.38786 -0.49248
H -0.02038 -2.46598 -1.72371
H 0.92647 -1.42020 -2.48109
O 2.70422 -0.87133 2.01363
H 1.89328 -0.85153 2.54085
H 3.37607 -0.62473 2.70575
O -2.49806 -1.69247 -0.50316
H -2.46944 -1.69462 0.46174
H -2.11864 -0.81549 -0.57236
```

Output
- highest occupied orbital energy (eV) = -8.88
- maximum force (eV/Å) = 3.62
- molecular weight (g mol⁻¹) = 110.2
- energy (hartree) = -382.6410

The following is a quantum chemistry calculation of C33H24F10IIrN8O2 as an isolated structure, from OMol25.

Geometry as XYZ:
```
79
C33H24F10IIrN8O2 | OMol25 | ωB97M-V/def2-TZVPD
Ir -0.69445 0.27251 -0.62716
O 0.52747 -1.47393 4.30252
C 0.09019 -2.57709 3.68709
C 0.23318 -3.78613 4.37575
C -0.19394 -4.96709 3.81501
C -0.78580 -4.98527 2.54882
C -0.92447 -3.80209 1.86192
C -0.48572 -2.58345 2.40417
C -0.56455 -1.37884 1.58050
O -0.83556 -1.53619 0.31827
N -0.32191 -0.20614 2.14569
N -0.34945 0.79135 1.23186
C -0.31587 2.04149 1.51975
C -0.33940 2.93275 0.36185
C -0.23434 4.30744 0.48801
C -0.20045 5.09380 -0.65215
C -0.25502 4.47892 -1.89115
C -0.37445 3.10181 -1.94997
N -0.43284 2.33420 -0.86304
H 0.33730 -0.70205 3.73146
H 0.68517 -3.75686 5.35744
H -0.07663 -5.88956 4.36825
H -1.13910 -5.91340 2.12223
H -1.39920 -3.78876 0.88907
H -0.23902 2.39833 2.53897
H -0.17386 4.74538 1.47466
H -0.12342 6.16923 -0.57200
H -0.22113 5.04830 -2.80823
H -0.43308 2.59186 -2.89920
C -1.40155 0.25399 -3.66388
N -1.41607 -0.56245 -2.43815
C -0.56111 -1.75200 -2.59212
C 0.89775 -1.35028 -2.51493
N 1.17262 -0.35251 -1.45644
C 2.48588 -0.01811 -1.32357
C 3.58079 -0.56185 -2.07275
F 3.41378 -1.46084 -3.04611
C 4.89342 -0.20188 -1.85884
F 5.84713 -0.74130 -2.60212
C 5.22684 0.72798 -0.88547
F 6.48221 1.07037 -0.68455
C 4.20928 1.28949 -0.12933
F 4.49788 2.16915 0.82222
C 2.90293 0.91922 -0.34177
F 2.00700 1.46982 0.46566
C -2.81776 -0.95746 -2.09862
C -3.49864 0.21581 -1.43007
N -2.67042 0.62635 -0.30117
C -3.16325 1.71913 0.41493
C -3.47725 2.95720 -0.15816
F -3.28653 3.14432 -1.47672
C -3.94146 4.03147 0.57528
F -4.19841 5.19469 -0.02136
C -4.10654 3.90145 1.94435
F -4.53505 4.92925 2.66575
C -3.81493 2.69246 2.55429
F -3.96971 2.56182 3.86814
C -3.36436 1.62475 1.79485
F -3.08885 0.48471 2.42180
H -1.77404 -0.33164 -4.50824
H -0.38787 0.58511 -3.88141
H -2.04195 1.12260 -3.53010
H -0.75655 -2.25771 -3.54263
H -0.80778 -2.43323 -1.78181
H 1.23071 -0.94388 -3.47194
H 1.48462 -2.25003 -2.33359
H -2.74928 -1.78418 -1.39181
H -3.33446 -1.29018 -3.00221
H -4.48648 -0.09809 -1.07839
H -3.66806 1.01096 -2.16630
I 6.51440 -2.80995 0.28074
C 4.47796 -2.69099 0.54674
C 3.50758 -3.53085 0.05833
N 2.32881 -3.00650 0.45344
N 2.46778 -1.88677 1.17729
C 3.77515 -1.69490 1.24869
H 3.57361 -4.44419 -0.50743
H 1.40448 -3.39567 0.34535
H 4.17611 -0.85524 1.79376
```

Output
- highest occupied orbital energy (spin up / spin down) (eV) = -10.63 / -10.53
- maximum force (eV/Å) = 0.48
- molecular weight (g mol⁻¹) = 1073.7
- expectation value of S² = 0.785
- energy (hartree) = -3260.8748
- charge = +1
- 2S+1 = 2

The following is a quantum chemistry calculation of a 2-piece molecular cluster, C4H12 overall at a distorted geometry, from OMol25.

Geometry as XYZ:
```
16
C4H12 | OMol25 | ωB97M-V/def2-TZVPD
C -1.33440 2.41091 0.04817
C -1.50654 0.97505 0.58862
H -0.93702 2.40240 -0.96690
H -2.34332 2.82158 0.07572
H -0.76111 3.04484 0.71318
H -1.70099 1.08451 1.66103
H -0.55069 0.48273 0.68612
H -2.20439 0.43362 -0.03464
C 1.08418 -1.12439 -0.84580
C 1.76247 -2.15199 0.10693
H 0.00599 -1.28160 -0.77707
H 1.48840 -0.14101 -0.65697
H 1.24833 -1.61894 -1.79949
H 1.10184 -2.86667 0.60379
H 2.15785 -1.73995 1.04347
H 2.48939 -2.73109 -0.44616
```

Output
- highest occupied orbital energy (eV) = -11.38
- maximum force (eV/Å) = 2.82
- molecular weight (g mol⁻¹) = 60.1
- energy (hartree) = -159.5560

The following is a quantum chemistry calculation of a single C12H15NS molecule at a distorted geometry, from OMol25.

Geometry as XYZ:
```
29
C12H15NS | OMol25 | ωB97M-V/def2-TZVPD
C -0.84267 -0.25849 -0.84401
C 2.34448 -1.18562 1.82245
C 0.41667 0.04882 2.70187
C 1.41033 -1.03524 0.84940
C 0.28745 -0.28685 1.33212
C 1.73492 -1.75074 -0.45969
C 2.93548 -1.16626 -1.07493
C -0.85890 -0.00569 0.55480
C 2.90487 -0.89192 -2.53652
C -2.00983 2.26859 0.72021
C -3.34590 0.18896 0.49040
C -2.03940 0.75755 1.08709
N -0.93279 -0.46526 -1.98616
S 1.94354 -0.50289 3.35087
H 3.25216 -1.64751 1.74650
H -0.11394 0.84783 3.28580
H 1.84812 -2.72187 -0.10545
H 1.09106 -1.74723 -1.29139
H 3.66261 -0.77647 -0.49365
H 3.81353 -0.71615 -2.92480
H 2.34075 0.02207 -2.61830
H 2.60387 -1.72363 -3.11560
H -2.43278 2.73575 1.49363
H -2.62012 2.30584 -0.19685
H -1.07215 2.59993 0.59745
H -3.21214 -0.85074 0.44110
H -3.48789 0.55417 -0.44856
H -4.18210 0.51688 1.25390
H -2.02640 0.74694 2.09709
```

Output
- highest occupied orbital energy (spin up / spin down) (eV) = -7.46 / -7.60
- maximum force (eV/Å) = 5.08
- molecular weight (g mol⁻¹) = 205.3
- energy (hartree) = -919.0153